73
Properties=species:S:1:pos:R:3:forces:R:3:mulliken_charge:R:1 method="wB97M-V/def2-TZVPD" total_charge=-2 gap_ha=0.1221 energy_ev=-64182.527 multiplicity=1 lumo_energy_ev=3.906
Pd 0.67609 0.21675 0.27263 -0.658 -0.320 -0.044 -1.0963
C 3.40169 0.46393 2.70177 -0.088 -0.047 0.015 -1.1264
Si 1.54740 0.27550 3.10425 0.221 0.590 0.180 -0.0206
C 0.87917 2.05942 2.84523 0.084 -0.037 0.142 -0.9253
C 1.54017 0.15994 5.02485 -0.052 -0.299 -0.023 -1.2944
N 0.78739 -0.90585 2.22818 0.145 0.504 -0.193 0.6092
C 0.06756 -2.05356 2.34017 -0.008 -0.013 0.080 0.4321
C -0.24069 -2.64348 3.57458 0.033 0.043 -0.133 -0.6204
C -0.97920 -3.82603 3.68631 -0.045 -0.079 0.049 -0.5896
C -1.43947 -4.44846 2.54115 -0.038 -0.073 0.064 -0.8407
C -1.15495 -3.88913 1.29220 0.056 0.109 0.023 -0.5993
C -0.40520 -2.71035 1.12817 0.018 0.027 -0.087 0.2367
N -0.10506 -2.15576 -0.07709 -0.001 -0.102 -0.198 0.6214
Si -0.33386 -2.73210 -1.62281 0.040 -0.127 -0.117 -0.1911
C -2.15070 -2.74885 -2.24112 0.029 0.044 0.056 -1.1124
C 0.62660 -1.70960 -2.89698 -0.105 0.022 0.009 -0.5827
C 0.27628 -4.52025 -1.97717 -0.058 0.026 0.108 -1.2607
H 3.83748 1.30414 3.25697 -0.039 -0.004 0.022 0.3234
H 3.53186 0.65284 1.63283 -0.009 -0.042 -0.012 0.2818
H 3.96898 -0.43693 2.95876 -0.042 -0.015 -0.006 0.2605
H 1.48244 2.78820 3.40568 -0.009 -0.073 0.076 0.3745
H -0.16490 2.17466 3.15594 -0.010 -0.052 -0.013 0.2508
H 0.94951 2.30341 1.78208 -0.049 0.013 0.009 0.0700
H 2.03229 1.02350 5.48425 0.018 0.027 -0.073 0.2960
H 2.07146 -0.74171 5.34886 -0.022 0.000 0.049 0.3378
H 0.52136 0.10002 5.42161 0.003 0.008 -0.015 0.2961
H 0.12219 -2.14778 4.47027 -0.011 -0.026 0.007 0.1411
H -1.18817 -4.24851 4.66582 0.005 0.020 0.004 0.3259
H -2.01985 -5.36537 2.60842 0.001 0.004 -0.021 0.3208
H -1.52277 -4.37688 0.39326 -0.027 -0.021 0.036 0.1132
H -2.57764 -1.74184 -2.18784 0.020 0.004 0.010 0.1944
H -2.76598 -3.39543 -1.60782 0.012 0.008 0.011 0.2883
H -2.24124 -3.10157 -3.27500 0.044 -0.003 -0.005 0.3366
H 0.48464 -0.63938 -2.73591 0.022 0.019 0.021 0.0309
H 0.32070 -1.94994 -3.92325 -0.032 -0.052 0.033 0.3727
H 1.70033 -1.89429 -2.81300 0.012 0.016 0.048 0.1753
H -0.15231 -5.24338 -1.27728 0.008 0.016 -0.018 0.3320
H 1.36459 -4.57023 -1.87270 0.000 0.023 0.020 0.2974
H 0.02267 -4.84078 -2.99440 -0.010 0.042 -0.014 0.3425
N 0.49901 1.73424 -1.38727 0.331 0.003 -0.021 -0.2987
S -0.95671 1.71256 -1.98461 -0.267 -0.083 0.368 0.4329
C -2.22032 1.92905 -0.66723 0.081 0.032 -0.232 0.2617
C -3.40667 2.62099 -0.87651 -0.038 0.027 -0.014 -0.4260
C -4.32227 2.71810 0.16233 -0.002 -0.016 -0.046 -0.5181
C -4.04594 2.12037 1.38800 0.026 -0.012 0.013 -0.5064
C -2.86835 1.40683 1.56720 -0.127 0.017 0.021 -0.8111
C -1.95350 1.29478 0.52841 0.122 -0.179 0.091 0.7717
C -1.19366 3.31216 -2.79039 0.271 0.251 -0.156 0.0897
C -1.19866 3.35534 -4.18005 -0.100 -0.273 0.228 -0.3170
C -1.15182 4.57217 -4.84098 -0.010 0.292 -0.092 -0.5958
C -1.08188 5.75716 -4.11971 -0.026 -0.213 0.052 -0.3523
C -1.06802 5.71280 -2.72863 -0.012 0.181 -0.074 -0.7470
C -1.12094 4.50109 -2.06586 -0.074 -0.230 0.046 -0.2737
H 0.70867 2.61228 -0.91701 -0.080 0.031 0.062 0.1506
H -3.61467 3.08841 -1.83281 -0.018 0.010 0.032 0.4236
H -5.25031 3.25841 0.01385 0.008 0.006 0.003 0.3627
H -4.76180 2.20531 2.19822 0.010 -0.018 0.003 0.3548
H -2.66016 0.91526 2.51043 0.027 -0.012 -0.018 0.5088
H -0.99635 0.68106 0.62378 -1.015 0.407 0.223 0.2182
H -1.23287 2.42246 -4.73099 0.037 0.023 -0.025 0.3804
H -1.15710 4.60481 -5.92387 -0.003 -0.050 0.003 0.3647
H -1.03420 6.70777 -4.63546 0.002 0.009 -0.004 0.3590
H -1.01131 6.63530 -2.16317 0.001 -0.021 0.023 0.3576
H -1.11557 4.46084 -0.98252 0.035 0.025 -0.007 0.4065
C 4.84711 -2.03236 -0.97114 -0.123 0.067 0.048 -1.6350
C 3.48871 -1.68298 -0.38240 0.091 0.056 -0.019 1.0286
O 3.13947 -0.38449 -0.80186 -0.316 -0.196 -0.002 -0.5021
H 5.19047 -3.00257 -0.60056 0.025 -0.008 -0.041 0.3914
H 5.57636 -1.26728 -0.69316 0.030 -0.026 0.014 0.3497
H 4.78967 -2.06349 -2.06208 0.023 -0.022 -0.001 0.3317
H 3.53077 -1.74064 0.71353 -0.028 -0.017 0.010 -0.0409
H 2.73473 -2.41245 -0.70231 -0.017 -0.020 0.038 -0.3344
H 2.14723 -0.23818 -0.48707 1.679 -0.221 -0.630 0.4126

---

78
Properties=species:S:1:pos:R:3:forces:R:3:mulliken_spin:R:1 method="wB97M-V/def2-TZVPD" total_charge=+2 gap_ha="0.2680 / 0.2554" energy_ev=-82170.208 multiplicity=3 lumo_energy_ev="-5.308 / -5.652"
V -1.46713 -0.03722 0.10936 0.714 -0.156 1.360 2.0204
O -4.67756 0.86088 2.73144 0.043 -0.082 -0.033 0.0003
C -4.32874 2.14132 2.99688 0.053 0.085 0.069 -0.0013
C -4.96984 2.75626 4.07238 0.024 -0.012 -0.029 0.0005
C -4.65558 4.05163 4.41766 0.012 0.050 0.011 -0.0005
C -3.69699 4.77261 3.69823 -0.024 -0.035 0.030 0.0002
C -3.05559 4.16836 2.64304 -0.017 0.004 -0.038 -0.0011
C -3.34408 2.84025 2.27869 -0.027 -0.014 0.057 0.0005
C -2.56631 2.19705 1.21604 -0.109 -0.133 -0.107 0.0295
O -2.95085 1.01383 0.75535 -0.154 0.535 0.177 -0.0313
N -1.46000 2.74496 0.79751 0.244 0.171 -0.001 0.0015
N -0.85418 1.87470 -0.12667 -0.013 0.578 0.029 -0.0120
C -0.22867 2.42281 -1.10866 0.077 -0.044 -0.041 0.0423
C 0.21918 1.67618 -2.25042 0.047 0.108 0.038 0.0087
C 1.01233 2.31759 -3.21905 0.023 -0.022 -0.025 0.0144
C 1.35018 1.67248 -4.38372 -0.017 -0.002 0.018 -0.0108
C 0.86571 0.38035 -4.61462 0.019 -0.028 -0.022 0.0115
C 0.06990 -0.26360 -3.68999 0.055 -0.021 -0.063 -0.0073
C -0.25194 0.37409 -2.49532 -0.120 -0.179 0.319 0.0202
O -1.03663 -0.27455 -1.61160 0.060 0.187 -0.933 -0.0267
H -4.30751 0.62798 1.86279 -0.038 0.026 -0.076 0.0017
H -5.72408 2.19513 4.60697 0.000 -0.001 0.001 0.0000
H -5.17280 4.52077 5.24406 0.002 0.000 0.001 0.0000
H -3.48247 5.80074 3.95337 -0.006 0.004 -0.003 0.0000
H -2.34534 4.72680 2.04599 0.002 -0.017 -0.001 0.0001
H -0.10712 3.50488 -1.09932 -0.010 0.002 -0.022 -0.0040
H 1.34362 3.33300 -3.03814 0.001 0.002 -0.002 -0.0004
H 1.95902 2.16727 -5.12685 0.007 -0.002 0.000 -0.0002
H 1.10956 -0.12063 -5.54282 -0.007 0.003 -0.004 0.0000
H -0.31145 -1.26081 -3.85794 0.004 0.004 -0.005 0.0006
N 0.32523 2.84210 3.08357 -0.211 0.116 -0.310 -0.0006
C 0.18742 1.34529 2.92836 -0.055 -0.105 -0.046 -0.0621
C -0.37037 0.66232 4.15777 0.073 0.020 0.057 0.0052
C -0.76030 -0.75711 3.73871 0.055 -0.022 -0.002 -0.0089
N -1.78433 -0.70756 2.66936 -0.011 -0.043 -0.037 0.0024
C 0.47144 -1.49710 3.22136 0.012 0.032 0.016 0.0078
C 1.18264 -0.77440 2.07565 -0.067 -0.111 0.038 -0.0215
N 0.40130 -0.92685 0.81580 0.000 0.206 -0.379 -0.0391
C 1.45932 0.69221 2.42358 0.029 0.007 0.025 0.0093
H -0.13492 3.27040 2.23785 0.069 -0.163 0.242 -0.0005
H 1.29484 3.14999 3.15952 0.002 0.006 -0.008 0.0005
H -0.18095 3.18220 3.90427 -0.023 0.004 -0.032 0.0001
H -0.56286 1.23774 2.15920 0.006 0.134 0.015 0.0001
H -1.23972 1.20231 4.54676 -0.041 -0.031 -0.043 0.0001
H 0.37291 0.59934 4.95725 -0.020 0.050 0.020 0.0001
H -1.14000 -1.27688 4.62203 -0.027 -0.010 -0.039 0.0009
H -2.61242 -0.20908 2.99551 0.015 -0.005 0.048 0.0017
H -2.10305 -1.65953 2.51078 -0.017 0.001 0.054 0.0009
H 0.19808 -2.50588 2.89925 0.008 -0.008 0.015 -0.0018
H 1.17660 -1.62519 4.04518 -0.005 0.009 0.000 0.0000
H 2.14658 -1.26312 1.91815 -0.010 -0.004 -0.028 -0.0006
H 0.23238 -1.92721 0.70377 0.032 -0.017 0.011 0.0119
H 1.01694 -0.75484 0.01351 0.103 -0.050 0.045 0.0161
H 1.85645 1.22092 1.55188 -0.022 -0.028 -0.034 -0.0010
H 2.22984 0.70707 3.20095 0.012 0.041 -0.015 0.0002
N -3.39486 -2.56083 -0.24778 0.057 -0.115 0.153 0.0627
C -2.59663 -1.78145 0.03138 -0.847 -0.890 -0.503 -0.0434
H -4.08769 -3.24128 -0.50404 0.016 -0.022 -0.005 -0.0023
C 3.64348 -0.96285 -2.15169 -0.013 -0.005 0.000 -0.0001
N 3.50164 -2.14288 -2.98504 0.066 0.136 0.066 0.0003
C 4.77491 -2.73126 -3.40581 -0.002 -0.022 0.026 0.0000
C 2.37405 -2.89436 -2.91730 -0.127 0.027 -0.110 0.0000
S 1.28143 -2.75578 -1.62805 0.063 -0.048 0.022 0.0041
N 2.15037 -3.72051 -3.95523 0.030 -0.162 0.060 0.0001
C 2.70734 -3.49480 -5.28360 -0.013 0.004 -0.022 0.0001
C 1.21596 -4.83460 -3.88630 -0.013 0.035 -0.023 0.0000
H 4.47265 -0.37501 -2.54309 0.004 0.014 0.004 0.0000
H 3.85196 -1.22533 -1.10962 0.019 -0.001 0.000 0.0000
H 2.73541 -0.36273 -2.19500 0.007 -0.010 -0.001 0.0001
H 5.47409 -2.68428 -2.56890 0.009 0.005 -0.005 0.0000
H 5.20751 -2.19625 -4.25179 -0.001 -0.002 -0.007 0.0000
H 4.64325 -3.77596 -3.67071 0.007 0.029 0.013 0.0000
H 3.12319 -2.49346 -5.35365 -0.014 -0.024 -0.007 -0.0001
H 1.89909 -3.59290 -6.00973 0.001 0.000 -0.003 0.0000
H 3.47735 -4.22520 -5.53751 0.006 0.009 -0.001 0.0000
H 0.89464 -4.98713 -2.86307 0.012 -0.014 0.008 0.0000
H 1.70955 -5.73527 -4.25445 -0.001 0.010 -0.015 0.0000
H 0.34361 -4.63816 -4.51369 -0.015 0.011 0.030 0.0000